No. 1
Formula: C46H37GeN4ReS
Source: the OMol25 dataset
Level of theory: ωB97M-V/def2-TZVPD

Element x y z (Å)
Re: -1.96 -0.48 -0.89
C: -2.79 4.85 -0.94
C: -4.03 4.46 -0.45
C: -4.34 3.12 -0.27
C: -3.36 2.17 -0.57
C: -2.08 2.54 -0.99
C: -1.82 3.89 -1.21
N: -3.53 0.80 -0.59
N: -4.77 0.32 -0.46
C: -4.82 -0.95 -0.99
C: -6.03 -1.65 -1.00
C: -6.13 -2.86 -1.66
C: -5.02 -3.39 -2.33
C: -3.80 -2.72 -2.27
C: -3.65 -1.51 -1.59
H: -2.57 5.90 -1.10
H: -4.78 5.21 -0.22
H: -5.32 2.79 0.06
H: -0.37 1.61 -1.94
H: -0.85 4.19 -1.58
H: -6.89 -1.21 -0.50
H: -7.07 -3.39 -1.68
H: -5.10 -4.32 -2.87
H: -2.95 -3.16 -2.77
C: -1.14 1.40 -1.19
Ge: 0.12 1.22 0.54
C: 1.76 0.24 0.47
C: 2.97 0.97 0.65
C: 4.29 0.65 0.76
C: 4.88 -0.71 0.78
C: 4.14 -1.93 0.33
C: 1.60 -1.20 0.22
C: -0.83 0.71 2.21
C: -0.07 0.08 3.19
C: -0.62 -0.24 4.43
C: -1.95 0.06 4.70
C: -2.72 0.69 3.73
C: -2.17 1.01 2.50
C: 0.53 3.14 0.76
C: 1.39 3.79 -0.14
C: 1.59 5.16 -0.07
C: 0.92 5.92 0.88
C: 0.07 5.29 1.78
C: -0.12 3.92 1.72
H: 2.82 2.04 0.77
H: 4.99 1.46 0.93
H: 5.94 -0.75 0.55
H: 4.78 -2.70 -0.10
H: 0.69 -1.61 0.64
H: 0.97 -0.16 2.97
H: -0.01 -0.73 5.18
H: -2.38 -0.18 5.67
H: -3.76 0.93 3.94
H: -2.79 1.49 1.75
H: 1.90 3.21 -0.90
H: 2.26 5.65 -0.78
H: 1.07 7.00 0.93
H: -0.46 5.88 2.53
H: -0.79 3.44 2.43
S: -1.71 -4.68 0.42
C: -0.92 -4.66 -1.10
C: -0.73 -3.39 -1.49
N: -1.20 -2.43 -0.61
C: -1.71 -2.99 0.47
H: -0.64 -5.57 -1.61
H: -0.24 -3.07 -2.41
H: -2.07 -2.43 1.33
C: 3.13 0.38 -4.45
C: 4.08 -0.28 -3.67
C: 3.72 -1.01 -2.56
C: 2.38 -1.13 -2.19
C: 1.42 -0.47 -2.98
C: 1.79 0.28 -4.09
N: 1.91 -1.86 -1.10
C: 2.71 -2.22 0.07
C: 4.39 -1.75 1.80
C: 5.00 -2.93 2.45
C: 4.37 -4.10 2.27
C: 3.14 -4.35 1.47
C: 2.44 -3.61 0.58
H: 3.43 0.97 -5.31
H: 5.13 -0.19 -3.93
H: 4.48 -1.49 -1.95
H: 0.38 -0.53 -2.70
H: 1.03 0.78 -4.67
H: 3.51 -1.37 2.32
H: 5.88 -2.87 3.09
H: 4.76 -4.98 2.78
H: 2.72 -5.34 1.64
H: 1.56 -4.08 0.14

Frontier orbital gap (spin up / spin down) (eV): 5.00 / 4.61
2S+1: 4
Total charge: -1
HOMO (spin up / spin down) (eV): -2.901 / -2.905
LUMO energy (spin up / spin down) (eV): 2.1 / 1.7
Maximum force (eV/Å): 1.522

No. 2
Formula: C46H37GeN6Re
Source: the OMol25 dataset
Level of theory: ωB97M-V/def2-TZVPD

Element x y z (Å)
Re: -0.24 -0.03 0.41
C: -4.10 5.00 4.24
C: -3.54 3.75 3.62
C: -3.68 2.49 4.20
C: -3.11 1.38 3.63
C: -2.34 1.42 2.44
N: -1.66 0.34 1.97
C: -1.52 -0.79 2.78
C: -0.96 -0.72 4.06
C: -0.90 -1.83 4.88
C: -1.38 -3.07 4.46
C: -1.30 -4.29 5.33
C: -1.89 -3.15 3.17
C: -1.96 -2.04 2.34
N: -2.44 -2.20 1.00
C: -3.33 -3.11 0.54
C: -3.36 -3.00 -0.82
C: -2.44 -1.98 -1.13
N: -1.89 -1.50 -0.03
C: -2.38 2.66 1.76
C: -2.90 3.78 2.39
N: -1.94 2.82 0.39
C: -2.11 3.93 -0.38
C: -1.65 3.65 -1.63
C: -1.20 2.32 -1.56
N: -1.38 1.83 -0.34
H: -4.40 4.81 5.28
H: -3.37 5.81 4.25
H: -4.98 5.36 3.70
H: -4.23 2.39 5.13
H: -3.23 0.42 4.11
H: -0.58 0.23 4.40
H: -0.45 -1.74 5.87
H: -1.00 -4.03 6.35
H: -2.27 -4.80 5.39
H: -0.58 -5.01 4.95
H: -2.22 -4.11 2.78
H: -3.88 -3.74 1.22
H: -3.96 -3.58 -1.50
H: -2.15 -1.58 -2.08
H: -2.82 4.74 1.90
H: -2.56 4.83 0.00
H: -1.63 4.31 -2.48
H: -0.74 1.70 -2.31
N: 5.66 1.41 4.95
C: 4.76 1.22 4.26
C: 3.64 0.98 3.38
C: 2.62 1.91 3.24
C: 1.56 1.66 2.38
C: 1.45 0.48 1.61
C: 2.50 -0.44 1.79
C: 3.57 -0.21 2.65
H: 2.66 2.84 3.81
H: 0.78 2.41 2.30
H: 2.49 -1.37 1.23
H: 4.36 -0.95 2.76
C: 0.71 -0.30 -1.11
Ge: 1.46 -0.62 -2.82
C: 3.31 -1.20 -2.54
C: 4.00 -2.13 -3.31
C: 5.31 -2.48 -3.00
C: 5.94 -1.90 -1.91
C: 5.26 -0.97 -1.13
C: 3.95 -0.63 -1.44
C: 0.35 -1.88 -3.82
C: 0.65 -3.24 -3.96
C: -0.26 -4.11 -4.56
C: -1.48 -3.64 -5.02
C: -1.79 -2.30 -4.89
C: -0.89 -1.43 -4.29
C: 1.51 1.05 -3.87
C: 1.84 2.24 -3.22
C: 1.89 3.44 -3.91
C: 1.60 3.48 -5.27
C: 1.25 2.31 -5.93
C: 1.21 1.10 -5.24
H: 3.52 -2.58 -4.18
H: 5.83 -3.21 -3.61
H: 6.96 -2.17 -1.67
H: 5.75 -0.52 -0.27
H: 3.41 0.06 -0.81
H: 1.59 -3.62 -3.59
H: -0.01 -5.16 -4.65
H: -2.19 -4.32 -5.48
H: -2.75 -1.92 -5.24
H: -1.15 -0.38 -4.17
H: 2.05 2.22 -2.15
H: 2.16 4.35 -3.39
H: 1.63 4.42 -5.81
H: 1.02 2.33 -6.99
H: 0.95 0.19 -5.76

Frontier orbital gap (spin up / spin down) (eV): 5.38 / 5.30
2S+1: 2
Total charge: -1
HOMO (spin up / spin down) (eV): -2.820 / -2.742
LUMO energy (spin up / spin down) (eV): 2.6 / 2.6
Maximum force (eV/Å): 3.352

No. 3
Formula: C46H37I2N4O4W
Source: the OMol25 dataset
Level of theory: ωB97M-V/def2-TZVPD

Element x y z (Å)
W: -0.08 -0.04 0.35
O: 4.66 -1.30 1.79
C: 4.58 -2.51 1.23
C: 5.66 -3.36 1.42
C: 5.65 -4.62 0.87
C: 4.57 -5.10 0.11
C: 3.49 -4.29 -0.09
C: 3.48 -2.98 0.48
C: 2.34 -2.20 0.33
O: 0.26 0.34 1.94
N: 1.38 -1.56 0.19
N: 1.15 1.13 -0.76
C: 1.74 -0.12 -2.66
C: 0.49 -0.76 -2.92
C: 0.35 -1.32 -4.19
C: -0.88 -1.84 -4.56
C: -1.90 -1.79 -3.63
C: -1.66 -1.25 -2.36
N: -0.50 -0.74 -1.99
H: 3.98 -0.67 1.54
H: 6.50 -3.01 2.00
H: 6.51 -5.27 1.03
H: 4.59 -6.09 -0.31
H: 2.63 -4.63 -0.66
H: 2.58 -0.28 -3.34
H: 1.19 -1.32 -4.88
H: -1.03 -2.27 -5.54
H: -2.88 -2.19 -3.86
H: -2.45 -1.29 -1.62
O: 2.04 0.68 -1.74
C: 1.57 2.53 -0.43
C: 0.54 3.01 0.62
C: -0.91 2.83 0.25
C: -1.69 3.93 -0.01
C: -3.05 3.78 -0.20
C: -3.60 2.52 -0.05
C: -2.80 1.42 0.22
C: -3.57 0.12 0.44
C: -2.91 -1.16 1.00
O: -1.55 -1.06 0.45
C: -2.86 -1.25 2.51
C: -1.75 -1.79 3.16
C: -1.75 -1.94 4.53
C: -2.86 -1.58 5.28
C: -3.99 -1.10 4.63
C: -3.99 -0.93 3.26
C: -3.53 -2.41 0.39
C: -2.73 -3.52 0.13
C: -3.30 -4.68 -0.37
C: -4.67 -4.75 -0.59
C: -5.46 -3.66 -0.31
C: -4.90 -2.49 0.18
N: -1.45 1.57 0.27
C: 3.00 2.48 0.13
C: 3.25 2.23 1.48
C: 4.55 2.14 1.95
C: 5.62 2.27 1.08
C: 5.38 2.50 -0.27
C: 4.08 2.60 -0.74
C: 1.38 3.42 -1.66
C: 0.53 3.05 -2.70
C: 0.29 3.91 -3.76
C: 0.89 5.16 -3.78
C: 1.72 5.55 -2.74
C: 1.96 4.68 -1.68
H: 0.72 4.07 0.74
H: 0.69 2.55 1.59
H: -1.23 4.91 -0.04
H: -3.68 4.63 -0.41
H: -4.67 2.38 -0.11
H: -4.08 -0.11 -0.50
H: -4.36 0.41 1.14
H: -0.88 -2.11 2.59
H: -0.88 -2.34 5.03
H: -2.86 -1.71 6.35
H: -4.88 -0.85 5.20
H: -4.90 -0.58 2.78
H: -1.66 -3.49 0.33
H: -2.67 -5.55 -0.57
H: -5.11 -5.67 -0.96
H: -6.53 -3.71 -0.46
H: -5.54 -1.65 0.42
H: 2.44 2.14 2.20
H: 4.72 1.98 3.01
H: 6.63 2.21 1.45
H: 6.21 2.61 -0.95
H: 3.92 2.81 -1.79
H: 0.02 2.09 -2.68
H: -0.37 3.62 -4.56
H: 0.70 5.84 -4.61
H: 2.18 6.53 -2.74
H: 2.61 5.00 -0.88
I: -1.94 2.22 3.92
I: -4.46 3.02 3.67

Frontier orbital gap (eV): 4.90
2S+1: 1
Total charge: +3
HOMO (eV): -15.369
LUMO energy (eV): -10.5
Maximum force (eV/Å): 0.640

No. 4
Formula: C46H37KN4O3P2S5Sb
Source: the OMol25 dataset
Level of theory: ωB97M-V/def2-TZVPD

Element x y z (Å)
K: -0.78 0.25 0.49
O: 0.07 -1.93 -0.32
S: 0.95 -1.58 -1.49
C: 2.31 -2.75 -1.33
C: 2.42 -3.99 -1.94
C: 3.53 -4.79 -1.70
C: 4.54 -4.33 -0.85
C: 4.41 -3.11 -0.21
C: 3.29 -2.30 -0.42
P: 2.98 -0.71 0.48
C: 2.20 -1.34 2.01
C: 1.44 -0.42 2.73
C: 0.73 -0.80 3.86
C: 0.78 -2.13 4.28
C: 1.53 -3.05 3.57
C: 2.23 -2.67 2.44
C: 4.69 -0.34 1.06
C: 5.56 0.19 0.10
C: 6.85 0.56 0.44
C: 7.29 0.42 1.76
C: 6.42 -0.09 2.71
C: 5.13 -0.47 2.37
C: 0.12 -2.13 -2.97
C: 0.91 -2.34 -4.09
C: 0.34 -2.63 -5.32
C: -1.04 -2.67 -5.41
C: -1.82 -2.40 -4.30
C: -1.28 -2.10 -3.05
P: -2.39 -1.53 -1.67
C: -3.89 -1.08 -2.63
C: -3.94 0.23 -3.11
C: -5.05 0.70 -3.79
C: -6.14 -0.14 -4.00
C: -6.11 -1.44 -3.51
C: -5.00 -1.91 -2.83
C: -2.90 -3.16 -0.98
C: -2.59 -4.41 -1.52
C: -2.99 -5.58 -0.90
C: -3.72 -5.53 0.28
C: -4.03 -4.30 0.84
C: -3.62 -3.13 0.22
H: 1.64 -4.33 -2.60
H: 3.62 -5.75 -2.18
H: 5.41 -4.95 -0.68
H: 5.18 -2.78 0.47
H: 1.40 0.61 2.39
H: 0.13 -0.08 4.39
H: 0.22 -2.44 5.15
H: 1.56 -4.09 3.89
H: 2.79 -3.40 1.88
H: 5.20 0.34 -0.91
H: 7.51 0.97 -0.31
H: 8.29 0.71 2.03
H: 6.76 -0.18 3.74
H: 4.46 -0.86 3.13
H: 1.99 -2.27 -4.00
H: 0.97 -2.79 -6.19
H: -1.51 -2.88 -6.36
H: -2.90 -2.38 -4.43
H: -3.10 0.90 -2.95
H: -5.04 1.73 -4.12
H: -7.02 0.22 -4.52
H: -6.96 -2.10 -3.66
H: -4.99 -2.93 -2.45
H: -2.03 -4.46 -2.45
H: -2.73 -6.54 -1.33
H: -4.03 -6.45 0.77
H: -4.59 -4.25 1.77
H: -3.85 -2.17 0.66
N: -3.11 8.54 2.03
C: -2.78 7.17 2.06
C: -2.93 6.40 0.91
C: -2.63 5.05 0.93
C: -2.17 4.47 2.11
C: -2.03 5.23 3.26
C: -2.35 6.58 3.24
S: -1.72 2.75 2.15
O: -2.58 2.12 1.16
O: -1.85 2.30 3.52
N: -0.24 2.53 1.61
C: 0.84 3.16 2.09
N: 2.02 2.67 1.61
C: 3.12 3.32 1.93
C: 3.14 4.44 2.75
C: 1.91 4.81 3.26
N: 0.78 4.19 2.96
H: -3.04 8.93 1.10
H: -2.56 9.09 2.67
H: -3.27 6.85 -0.01
H: -2.74 4.44 0.04
H: -1.67 4.74 4.15
H: -2.25 7.18 4.14
H: 4.04 2.91 1.52
H: 4.05 4.97 2.99
H: 1.81 5.64 3.95
S: 0.73 4.76 -2.46
Sb: -0.98 3.30 -2.16
S: -0.39 1.10 -2.73
S: -2.94 3.88 -3.20

Frontier orbital gap (spin up / spin down) (eV): 3.75 / 4.82
2S+1: 2
Total charge: -2
HOMO (spin up / spin down) (eV): -0.203 / -1.272
LUMO energy (spin up / spin down) (eV): 3.5 / 3.5
Maximum force (eV/Å): 0.691

No. 5
Formula: C46H38GdN5O2S
Source: the OMol25 dataset
Level of theory: ωB97M-V/def2-TZVPD

Element x y z (Å)
Gd: 11.30 13.64 13.36
O: 11.53 14.39 15.32
C: 12.10 15.20 16.30
C: 13.13 16.22 15.66
C: 12.48 17.09 14.64
C: 12.16 18.38 14.88
C: 11.47 19.11 13.91
C: 11.07 18.55 12.71
C: 11.53 17.27 12.48
C: 11.27 16.65 11.09
C: 10.06 15.69 11.05
O: 10.42 14.53 11.73
C: 9.66 15.46 9.61
C: 8.48 14.77 9.43
C: 7.93 14.60 8.17
C: 8.64 15.04 7.04
C: 9.89 15.60 7.23
C: 10.41 15.79 8.51
C: 8.81 16.39 11.64
C: 8.31 17.57 11.04
C: 7.20 18.22 11.52
C: 6.49 17.66 12.61
C: 6.97 16.52 13.21
C: 8.09 15.87 12.72
N: 12.15 16.54 13.43
C: 11.04 16.10 16.98
C: 9.89 16.42 16.28
C: 8.99 17.31 16.87
C: 9.27 18.01 18.03
C: 10.50 17.72 18.64
C: 11.36 16.76 18.12
C: 12.78 14.29 17.32
C: 12.00 13.39 18.04
C: 12.57 12.37 18.76
C: 13.94 12.25 18.88
C: 14.74 13.21 18.24
C: 14.16 14.24 17.54
H: 13.82 15.61 15.17
H: 13.58 16.91 16.39
H: 12.53 18.78 15.84
H: 11.20 20.15 14.04
H: 10.55 19.22 12.01
H: 12.17 16.06 10.88
H: 11.15 17.41 10.34
H: 7.88 14.45 10.30
H: 6.96 14.14 8.02
H: 8.32 14.93 6.04
H: 10.51 15.86 6.35
H: 11.41 16.22 8.55
H: 8.81 17.95 10.16
H: 6.89 19.17 11.03
H: 5.61 18.12 12.94
H: 6.41 16.00 13.94
H: 8.41 14.91 13.14
H: 9.65 16.02 15.28
H: 8.09 17.44 16.22
H: 8.57 18.70 18.45
H: 10.74 18.18 19.58
H: 12.27 16.49 18.64
H: 10.90 13.45 17.95
H: 11.90 11.68 19.26
H: 14.39 11.39 19.42
H: 15.79 13.13 18.33
H: 14.74 14.99 17.03
N: 9.11 9.46 14.57
C: 9.87 10.44 14.06
S: 9.02 11.94 13.79
N: 11.14 10.13 13.79
N: 11.91 11.12 13.31
C: 13.07 10.75 12.85
C: 13.50 9.35 12.85
C: 14.19 8.82 13.94
C: 14.68 7.52 13.94
C: 14.60 6.75 12.78
C: 14.04 7.34 11.57
C: 13.52 8.60 11.67
C: 13.96 11.79 12.35
C: 15.18 11.42 11.82
C: 16.14 12.43 11.55
C: 15.89 13.76 11.89
C: 14.63 14.04 12.37
N: 13.67 13.07 12.53
H: 8.12 9.63 14.75
H: 9.60 8.63 14.78
H: 14.29 9.49 14.78
H: 15.23 7.06 14.76
H: 15.08 5.78 12.73
H: 14.11 6.84 10.65
H: 13.05 9.12 10.82
H: 15.46 10.39 11.57
H: 17.12 12.18 11.14
H: 16.64 14.55 11.87
H: 14.22 15.08 12.57

Frontier orbital gap (spin up / spin down) (eV): 7.29 / 7.30
2S+1: 8
HOMO (spin up / spin down) (eV): -7.794 / -7.802
LUMO energy (spin up / spin down) (eV): -0.5 / -0.5
Maximum force (eV/Å): 3.312